ORCA calculation (ωB97M-V/def2-TZVPD) on a cluster of 2 separate species, C2H2NO2 in total at a distorted geometry.

Properties
Frontier orbital gap (eV): 11.197
Total charge: +1
Highest occupied orbital energy (eV): -17.41
Calculated total energy (Ha): -282.22443

Positions of all 7 atoms, in Å:
N (-1.3490, -0.2599, 1.3715)
C (1.1699, 0.2292, -1.1312)
H (-2.1485, -0.7528, 2.4579)
H (1.4399, 0.7839, -1.9749)
C (-0.7259, 0.0682, 0.4518)
O (1.7688, -0.6164, -0.6693)
O (-0.1551, 0.5477, -0.5058)

Atoms 1-3, force components in eV/Å:
N -2.3352 -1.7008 3.1947
C -0.2173 -0.6287 0.5899
H 3.2968 1.9787 -4.4698



ORCA calculation (ωB97M-V/def2-TZVPD) on the molecule C10H12N2O at a distorted geometry.

Properties
Frontier orbital gap (eV): 8.585
SMILES: CO/N=C/[C@H]1CN1c1ccccc1
Total charge: 0
Highest occupied orbital energy (eV): -7.70
Calculated total energy (Ha): -572.80693

Positions of all 25 atoms, in Å:
N (1.9363, -0.5126, 0.5307)
C (-1.8731, 0.0120, 1.1679)
O (2.4356, -1.7776, 0.6386)
H (4.3077, -1.7075, 1.5886)
H (-1.3794, 0.0434, 2.1476)
N (-0.0675, 1.1973, 0.0212)
C (-3.8774, -0.4765, -0.1208)
C (0.9240, 2.1516, -0.2778)
H (0.8263, 2.0315, 1.9162)
H (-1.7639, 1.7885, -1.6314)
H (2.3224, 0.4176, 2.3732)
H (-4.8406, -0.8283, -0.1841)
H (2.9087, -1.6301, 2.5540)
C (1.8206, 0.3441, 1.3848)
H (0.5754, 3.1271, -0.3663)
C (-3.4653, 0.4609, -1.1177)
H (1.5752, 1.9554, -1.1072)
H (-3.5333, -1.0942, 1.8423)
H (-4.1997, 0.6312, -1.8748)
C (-3.1265, -0.5768, 1.0281)
C (0.9562, 1.4250, 0.9897)
H (3.2085, -3.1915, 1.9504)
C (-2.2752, 1.1096, -0.9521)
C (-1.4468, 0.8518, 0.1618)
C (3.3253, -2.1397, 1.7332)

Atoms 1-3, force components in eV/Å:
N -0.1850 -3.8236 -3.0750
C -0.4618 0.8566 1.0139
O 1.0844 -0.5560 -0.0722



ORCA calculation (ωB97M-V/def2-TZVPD) on a structure of composition C9H11ClN2O2OsS at a distorted geometry.

Properties
Frontier orbital gap (alpha / beta) (eV): 5.913 / 6.017
Total charge: +2
Highest occupied orbital energy (alpha / beta) (eV): -13.55 / -17.29
Calculated total energy (Ha): -1557.84006
Multiplicity: 5
Expectation value of S²: 6.02

Positions of all 27 atoms, in Å:
H (-2.6810, 0.0722, 3.1503)
O (3.7849, 0.1739, 1.2225)
H (3.0031, -0.0262, -1.9102)
H (-2.0053, 1.1494, -2.9207)
Cl (-3.9559, 0.2959, 1.2823)
C (-0.3426, 0.4298, -1.8301)
C (-1.6165, 1.1896, -1.8980)
N (-1.7701, 0.1434, 3.6563)
H (-2.3750, 0.7724, -1.2268)
S (-0.8523, 0.8820, 1.3274)
H (1.3874, 0.1778, 2.9833)
O (0.1905, -2.6552, 1.7112)
H (-1.4415, 2.2469, -1.6751)
N (0.5344, 0.1798, 3.5295)
C (0.9776, 0.9591, -1.9945)
Os (0.9293, -0.1276, 0.1675)
H (-1.6874, -0.0910, 4.6478)
C (-0.2110, -0.9806, -1.4948)
H (1.1974, 2.0078, -2.2143)
C (0.5594, -1.7296, 1.0986)
C (1.1996, -1.3261, -1.5587)
C (2.6972, 0.1182, 0.8369)
H (-1.0413, -1.6445, -1.2811)
H (0.5934, -0.0867, 4.5076)
C (1.9298, -0.1053, -1.8032)
C (-0.6570, 0.3318, 2.9591)
H (1.6463, -2.3158, -1.4933)

Atoms 1-3, force components in eV/Å:
H 0.8208 0.3028 0.7199
O -3.0722 -0.0310 -1.1036
H -0.0750 -0.0291 -0.0704



ORCA calculation (ωB97M-V/def2-TZVPD) on a structure of composition C14H33BIO3P2Sn at a distorted geometry.

Properties
Frontier orbital gap (alpha / beta) (eV): 5.306 / 5.516
Total charge: +3
Highest occupied orbital energy (alpha / beta) (eV): -18.06 / -18.16
Calculated total energy (Ha): -1997.11862

Positions of all 55 atoms, in Å:
H (4.4957, 0.8042, 0.8334)
H (0.1594, -1.3189, -3.8371)
O (0.8424, -2.2971, -0.8845)
H (-1.4392, 2.4784, -4.2840)
H (3.7802, 0.0428, -1.2250)
H (1.8680, 2.5327, 3.0213)
H (3.9496, 2.4893, 0.5973)
P (0.1175, 1.0323, -3.2307)
H (-3.4417, -0.8414, 3.2304)
O (-1.0938, -1.2145, -0.0145)
H (3.4912, 1.4968, -2.2343)
H (-2.1135, 1.7760, -2.7645)
I (-1.4506, 1.2934, 0.0808)
C (3.1207, 0.5199, -1.9492)
O (-0.4591, 0.1143, 2.0896)
C (-3.4076, -1.0693, 0.4207)
C (1.2279, 1.5497, -4.5279)
C (1.2233, 2.2691, 2.1840)
C (-1.2236, 2.2150, -3.2339)
Sn (1.3014, 1.0930, -1.2521)
H (-2.9417, -3.3554, 1.6084)
H (0.3091, 1.8264, 2.5506)
H (0.9752, 3.1385, 1.5824)
P (2.1350, 1.0830, 1.2031)
B (0.3421, -0.1637, 0.6189)
C (-1.4778, -0.8375, 2.3150)
C (-2.1444, -3.0586, 0.8969)
H (-4.1947, -1.4693, 1.0843)
H (-0.9394, 3.1175, -2.6745)
H (-1.2250, -3.6035, 1.1316)
H (2.6138, -1.2871, 1.5781)
C (2.0703, -0.5286, 2.0992)
H (-2.4707, -3.3917, -0.0915)
H (4.0949, 1.8190, 2.2562)
H (1.9911, 0.7894, -4.7423)
H (-3.6476, 0.0079, 0.3833)
H (3.0088, -0.1310, -2.8187)
H (-0.5897, -1.4917, 4.1989)
H (-3.0165, 0.7124, 2.4807)
C (-2.6136, -0.1309, 3.0304)
H (-3.6146, -1.4362, -0.5920)
H (-1.0936, -0.3986, -4.7306)
C (-0.6079, -0.5374, -3.7464)
C (0.9071, -1.0636, -0.8792)
H (2.4435, -0.3469, 3.0948)
H (0.9953, -0.8496, 2.1905)
H (-2.2776, 0.2543, 4.0064)
C (3.8208, 1.5841, 1.2065)
H (-1.3567, -0.8598, -3.0135)
C (-0.9306, -1.9236, 3.2438)
H (1.7333, 2.4830, -4.2387)
H (-0.1350, -2.5242, 2.8104)
H (-1.7632, -2.6149, 3.4957)
C (-1.9839, -1.5085, 0.8850)
H (0.6356, 1.7312, -5.4433)

Atoms 1-3, force components in eV/Å:
H -0.1373 0.1752 0.1085
H -0.1951 0.1723 -0.0293
O 1.3405 6.4748 -0.5637



ORCA calculation (ωB97M-V/def2-TZVPD) on a structure of composition C24H45BF4P2Sn at a distorted geometry.

Properties
Frontier orbital gap (alpha / beta) (eV): 5.656 / 5.345
Total charge: +2
Highest occupied orbital energy (alpha / beta) (eV): -14.17 / -13.82
Calculated total energy (Ha): -2262.29622

Positions of all 77 atoms, in Å:
H (-0.0728, -1.3375, 4.1625)
Sn (0.3401, -0.1760, -0.7264)
H (-2.3680, 0.9432, -2.4151)
H (-2.0886, 3.1098, -0.9522)
H (1.5401, -0.5499, 3.9495)
H (1.4414, -2.3291, 4.3627)
C (2.0946, 2.6072, -0.9319)
H (-2.3277, 3.9407, 2.0268)
H (-2.4182, 2.3472, 2.8054)
H (0.7177, 1.9141, -3.5319)
C (-4.0137, -0.9469, 0.4878)
C (-0.0746, -3.4796, 2.0696)
H (-0.6246, 2.8921, -1.9504)
C (1.3039, -1.8980, -1.9726)
C (1.1150, 2.4397, 0.1665)
C (2.6272, -2.4917, 1.6976)
C (0.4299, -1.4374, -4.3644)
F (-3.9528, -0.9263, 3.5010)
C (-0.2903, 2.7795, 0.1505)
H (3.9979, 0.1405, -2.4185)
H (2.8965, -3.2388, 2.4546)
C (0.9713, -1.4900, 3.8166)
C (-1.0128, 3.3247, -1.0169)
H (0.9317, -2.6173, -1.2026)
H (-2.1057, -2.1779, -2.6287)
C (-2.6557, -2.3118, -1.6840)
C (-2.1752, 2.8681, 1.8791)
F (-1.9723, -1.5363, 4.5893)
H (1.5994, 2.6613, -1.9131)
C (1.4438, 2.0845, 1.5213)
H (-3.7057, -2.5869, -1.8565)
H (2.7563, -0.6968, -0.7471)
C (-3.2324, 0.5149, -1.8806)
H (3.5909, -1.1881, -3.4615)
H (1.0922, 1.6976, 4.1909)
H (3.3347, 2.5744, 2.3714)
H (0.4118, -4.1805, 2.7697)
C (0.1807, 2.1030, 3.7585)
C (-0.7891, 2.6213, 1.4644)
C (0.0577, -0.1093, -3.7567)
H (-1.0015, 0.1283, -3.8099)
B (-2.6311, -0.5442, 3.8102)
H (-4.1108, -0.0060, 1.0458)
C (2.7803, 1.6954, 1.9969)
C (1.0441, -2.4322, -3.3683)
H (-0.1216, -3.8986, 1.0491)
F (-2.6049, 0.6908, 4.5001)
H (-2.1573, -3.0905, -1.0865)
H (2.6787, -2.9044, 0.6809)
H (-0.4818, -1.8892, -4.7798)
H (-0.6742, 1.4778, 4.0361)
H (2.7140, 0.9721, 2.8215)
H (1.9530, -2.8691, -3.8118)
H (3.2904, -1.6166, 1.7588)
H (-3.7421, -1.7146, 1.2208)
H (0.0362, 3.0864, 4.2215)
P (0.9118, -1.9129, 2.0137)
H (-2.8842, 2.5794, 1.0965)
H (-3.9230, 0.0450, -2.5948)
C (2.4541, 0.6210, -3.8370)
H (2.6414, 0.2881, -4.8744)
H (1.1086, -1.3315, -5.2285)
F (-1.8883, -0.4365, 2.5770)
H (2.7825, 1.7460, -0.9863)
H (-0.8979, 4.4229, -1.0833)
H (-1.0929, -3.2129, 2.4093)
P (-2.6534, -0.7648, -0.6972)
H (2.7125, 3.5193, -0.7981)
H (3.3725, 1.2424, 1.1909)
H (-3.7271, 1.3178, -1.3116)
C (1.0008, 0.8654, -3.5535)
C (0.2816, 2.2471, 2.3135)
H (0.3615, -3.2843, -3.2631)
C (3.1420, -0.3737, -2.8744)
C (2.2861, -0.9086, -1.7443)
H (-4.9360, -1.1973, -0.0525)
H (2.9813, 1.5851, -3.7718)

Atoms 1-3, force components in eV/Å:
H 0.6558 -0.1565 -0.1042
Sn -3.0187 1.6276 2.6174
H -0.4809 -0.1117 0.1118



ORCA calculation (ωB97M-V/def2-TZVPD) on a structure of composition C29H42AsN6PbS at a distorted geometry.

Properties
Frontier orbital gap (alpha / beta) (eV): 6.202 / 5.676
Total charge: +3
Highest occupied orbital energy (alpha / beta) (eV): -16.41 / -16.40
Calculated total energy (Ha): -4284.65518

Positions of all 80 atoms, in Å:
C (2.0589, 5.3189, 0.0658)
C (-6.0054, 0.3313, -0.9268)
C (2.8910, 0.5522, 0.1717)
H (2.1211, 4.8393, -0.9469)
C (0.1031, 3.8043, 0.5620)
C (3.7860, -0.4564, -0.1447)
C (-5.4339, -0.0465, 2.0324)
H (-0.1961, 5.7502, -1.2775)
H (-3.0485, -6.8008, -0.6717)
C (0.5465, 1.4284, 0.2540)
H (5.4725, 1.5434, 1.3046)
N (1.0404, -0.8357, -0.4882)
C (6.0050, -0.7382, -1.2243)
C (0.5728, 5.6892, 2.0858)
C (1.5225, 0.3320, -0.0142)
C (5.7116, 1.1675, 0.3195)
H (-1.9964, 4.2742, 0.6452)
C (-6.2155, 0.7906, -2.2168)
C (0.0834, -5.4998, -2.9386)
H (7.0481, -0.4131, -1.1781)
C (-5.0875, 0.8978, -3.0426)
H (-0.3114, -4.6135, -3.4485)
H (1.5041, -2.7180, -1.2294)
C (3.2692, -1.6390, -0.6478)
H (0.9063, -7.2795, -0.3841)
C (1.9016, -1.8256, -0.7505)
H (-0.7666, -7.3273, 0.4612)
H (-3.2576, -5.7955, -2.1606)
H (2.0093, 2.8884, 0.5608)
H (5.5147, -0.2625, -2.1006)
S (-0.8305, -2.4385, 1.7728)
H (6.7956, 1.1134, 0.2984)
As (-0.8680, -5.7066, -1.2877)
N (-3.2755, -0.7887, 1.2345)
C (5.7012, -1.0950, 1.3082)
C (-0.2475, 6.1485, -0.2632)
C (0.6286, 5.2515, 0.5769)
H (2.4234, 6.3343, -0.0623)
H (-5.2432, -0.5380, 2.9748)
C (-2.6216, -6.5100, -1.6306)
H (-2.6907, 1.8795, 0.1731)
H (-7.1783, 1.0601, -2.6153)
C (-1.9113, -1.7446, 2.8212)
H (2.6400, 4.6955, 0.6956)
H (5.4951, -2.1360, 1.1288)
H (3.3037, 1.4515, 0.6217)
H (1.2339, 5.0655, 2.7012)
N (-3.6868, 0.1093, -1.2764)
H (-5.0512, 1.2907, -4.0702)
H (5.3525, 1.9127, -0.4503)
C (-4.7366, 0.1151, -0.4355)
C (-1.2706, 3.4611, 0.5180)
C (-3.8574, 0.4644, -2.5293)
H (-1.1350, -2.5302, 4.5242)
N (-0.7686, 1.1789, 0.0884)
H (-1.3159, 6.1913, -0.0702)
H (-2.4855, -7.4198, -2.2480)
H (1.1484, -5.2344, -2.7865)
C (0.0400, -6.7501, 0.0178)
H (-6.8809, 0.2323, -0.2897)
C (-4.4485, -0.2652, 0.9361)
C (5.2698, -0.2720, 0.0307)
H (6.0133, -1.7836, -1.4605)
N (-1.8034, -1.8929, 4.1059)
C (0.9720, 2.7324, 0.4673)
H (-6.4443, -0.1910, 1.7023)
H (-0.4170, 5.6982, 2.5088)
H (0.9274, 6.7049, 2.1642)
H (-2.9034, 0.5493, -3.0531)
N (-3.0378, -0.9215, 2.5338)
H (-2.5715, -1.5158, 4.6537)
H (6.7788, -1.0026, 1.4552)
H (-5.3870, 1.0647, 2.1535)
H (0.4066, -6.1581, 0.8457)
H (0.1211, 7.1484, -0.2797)
C (-1.6608, 2.1704, 0.2701)
H (5.2168, -0.7266, 2.1995)
H (3.9591, -2.3789, -1.0265)
Pb (-1.3911, -1.0211, -0.6991)
H (-0.0567, -6.3588, -3.6195)

Atoms 1-3, force components in eV/Å:
C -0.7788 -0.7087 -1.6371
C -1.4042 0.6070 0.7105
C -0.4440 -0.3585 0.4174